No. 1
{
  "formula": "CH6N",
  "method": "the ωB97M-V functional and the def2-TZVPD basis",
  "symbols": ["N", "C", "H", "H", "H", "H", "H", "H"],
  "xyz": [[-0.09193, -0.46287, 0.60831], [0.24646, 0.42912, -0.52667], [-0.98425, 0.47539, -1.54628], [-1.04145, -0.14939, 0.77298], [0.17913, 1.46218, -0.06492], [-0.19352, -1.42338, 0.51466], [0.72836, -0.47372, 1.35254], [1.15720, 0.14267, -1.11062]],
  "forces_ev_per_a": [[2.1413, 1.2749, 1.2317], [-2.8059, 1.3257, -3.3515], [3.7540, -0.4044, 3.1123], [-0.0262, 0.2501, 1.7887], [0.6133, -1.2274, -1.0147], [-0.1814, -2.6099, -1.5358], [-2.5526, 0.9779, -1.0103], [-0.9426, 0.4133, 0.7796]],
  "de_lowest_kcal_mol": 62.7,
  "e_tot_ha": -96.088727,
  "lumo_ev": -4.407,
  "charge": 1,
  "max_force_ev_per_a": 4.89
}

***

No. 2
{
  "formula": "CH6N2",
  "method": "the ωB97M-V functional and the def2-TZVPD basis",
  "symbols": ["N", "N", "C", "H", "H", "H", "H", "H", "H"],
  "xyz": [[1.52606, 0.25531, 0.52191], [0.69318, 0.28779, -0.63686], [-0.92830, -0.00166, -0.36975], [-1.09685, -1.03948, 0.09930], [1.08693, -0.25465, 1.21817], [-1.31377, 0.96590, 0.05998], [1.09486, -0.58735, -1.12169], [-1.28362, -0.23364, -1.31392], [1.34961, 1.19026, 1.05771]],
  "forces_ev_per_a": [[-0.2806, 4.1136, 1.0389], [-1.6742, -2.6976, -0.8006], [3.8370, -0.2901, 1.3343], [0.2884, 1.9540, 0.5393], [-0.9382, -2.4840, 1.5396], [0.1126, -1.5732, -0.1815], [-1.3821, 1.8043, 0.4424], [-0.8599, 0.4527, -2.1669], [0.8970, -1.2796, -1.7454]],
  "smiles": "CNN",
  "de_lowest_kcal_mol": 52.6,
  "e_tot_ha": -151.115112,
  "lumo_ev": 1.105,
  "max_force_ev_per_a": 4.25
}

***

No. 3
{
  "formula": "CH6N2O",
  "method": "the ωB97M-V functional and the def2-TZVPD basis",
  "symbols": ["O", "N", "N", "C", "H", "H", "H", "H", "H", "H"],
  "xyz": [[1.06934, -2.39535, -4.02273], [-1.46121, 1.64646, 1.35888], [0.36517, 0.33019, 2.10382], [-0.22897, 1.33367, 1.28682], [-0.24405, 0.13951, 2.89682], [0.48695, 1.91784, 0.71362], [0.30532, -2.15395, -3.48355], [-1.99730, 0.81934, 1.63337], [0.35924, -0.56370, 1.61360], [1.76644, -2.83986, -3.53575]],
  "forces_ev_per_a": [[-0.2011, 0.2696, -0.7372], [0.5189, -0.2100, -1.6834], [-0.2570, -1.0119, -0.3307], [-0.8693, 0.2142, 1.1610], [-0.0052, 0.3115, -0.0334], [-0.0833, 0.2052, 0.0735], [0.6269, -0.3614, 0.2571], [0.0231, 0.4234, 0.9825], [0.6731, 0.0677, -0.1663], [-0.4261, 0.0917, 0.4768]],
  "smiles": "[H]/N=C\\N.O",
  "de_lowest_kcal_mol": 34.5,
  "e_tot_ha": -226.412502,
  "lumo_ev": 0.550,
  "max_force_ev_per_a": 1.77
}

***

No. 4
{
  "formula": "CH6N2S",
  "method": "the ωB97M-V functional and the def2-TZVPD basis",
  "symbols": ["S", "N", "N", "C", "H", "H", "H", "H", "H", "H"],
  "xyz": [[-0.96170, 0.72542, 2.32903], [0.43928, -1.57943, -0.63179], [0.56864, 0.78425, -0.21160], [0.18347, -0.22462, -1.05011], [-1.62244, 1.86066, 2.05107], [1.21633, 1.50656, -0.43886], [-0.26388, -2.16108, -1.06115], [0.41463, -1.62568, 0.37284], [0.05008, 0.81140, 0.74777], [-0.02439, -0.09748, -2.10720]],
  "forces_ev_per_a": [[-0.5054, -0.0177, 0.9393], [0.0412, 0.6834, -0.8526], [-0.7933, -0.5724, 0.7927], [0.2761, -0.1164, -0.0191], [-0.0240, -0.0344, -0.0181], [0.2130, 0.2732, -0.3608], [-0.1005, -0.3767, 0.3426], [-0.2149, -0.1214, 0.2838], [0.8785, 0.2282, -1.0912], [0.2292, 0.0542, -0.0167]],
  "de_lowest_kcal_mol": 0.0,
  "e_tot_ha": -549.364530,
  "lumo_ev": [4.524, 4.420],
  "charge": -1,
  "s2": 0.753,
  "max_force_ev_per_a": 1.42,
  "spin_multiplicity": 2
}